[1]
# C40H82InN4O8

C40H82InN4O8 as an isolated structure (ωB97M-V/def2-TZVPD, the OMol25 dataset).

Geometry as XYZ:
```
135
Properties=species:S:1:pos:R:3:forces:R:3:mulliken_charge:R:1
In -3.822 3.181 0.869 0.629 -0.886 -0.302 1.069
C 0.643 0.661 0.345 -1.422 -0.042 -0.319 0.063
C -0.615 1.449 0.772 1.590 -0.884 -1.415 0.734
O -0.527 2.372 1.548 1.052 2.373 2.643 -0.615
O -1.738 1.275 0.276 -1.941 -0.842 -1.460 -0.719
H 0.328 -0.039 -0.429 -0.163 -0.435 0.240 0.261
H 1.019 0.139 1.225 0.369 0.152 -0.249 -0.160
H 1.353 1.286 -0.196 0.249 0.340 0.712 0.013
C 3.933 0.652 2.890 0.232 1.808 0.249 -0.935
C 3.089 1.915 3.250 -0.327 -1.508 0.470 0.868
O 2.660 2.124 4.430 0.508 0.161 -1.958 -0.438
O 2.666 2.700 2.345 0.205 -0.489 0.930 -0.383
H 4.932 0.990 2.613 0.058 0.294 -0.249 0.407
H 3.536 0.147 2.010 -0.224 -0.144 0.329 0.198
H 4.146 0.037 3.764 -0.672 -0.182 -0.017 0.325
C -3.722 -0.448 -2.173 -0.634 1.572 -1.044 -2.536
C -4.379 -1.333 -1.103 -0.647 -1.117 -0.998 1.705
C -3.347 -2.458 -0.964 0.721 -1.066 2.793 -1.256
C -3.534 -3.405 0.315 -0.208 0.625 -2.988 -1.087
C -3.713 -2.595 1.546 -1.626 -0.087 0.782 -0.873
C -4.729 -1.413 1.409 0.014 -0.281 0.931 1.387
N -4.588 -0.648 0.189 1.453 0.257 -1.408 1.275
O -5.508 0.443 0.109 1.010 -0.303 -0.103 -0.477
C -6.198 -1.964 1.537 0.405 1.069 0.667 -1.424
C -4.399 -0.441 2.586 -0.663 -0.241 -0.392 -1.509
C -5.724 -2.036 -1.662 0.718 0.409 0.334 -1.697
H -2.838 0.162 -1.989 0.204 -0.395 1.344 0.399
H -4.376 0.336 -2.556 -0.628 -0.065 0.026 0.526
H -3.397 -0.965 -3.076 -0.424 -0.735 0.113 0.483
H -3.327 -3.037 -1.887 0.231 0.160 0.067 0.661
H -2.390 -2.008 -0.697 0.313 0.306 -0.816 0.110
H -2.767 -4.171 0.430 0.355 0.316 -0.216 0.444
H -4.421 -3.983 0.057 -0.365 -0.101 0.561 0.423
H -2.872 -2.310 2.178 0.486 0.041 -0.754 0.136
H -4.237 -3.343 2.140 -0.126 0.351 0.894 0.389
H -6.835 -1.228 1.047 -0.446 -0.453 -0.074 0.140
H -6.409 -2.970 1.174 0.328 0.170 -0.195 0.352
H -6.514 -1.910 2.579 0.077 -0.218 0.112 0.500
H -4.555 -1.047 3.479 -0.171 0.576 0.350 0.306
H -3.408 0.010 2.635 0.495 -0.770 -0.505 0.092
H -5.012 0.456 2.506 -0.729 -0.297 0.486 0.257
H -6.576 -1.365 -1.770 0.017 0.195 0.307 0.358
H -5.985 -2.872 -1.014 -0.136 0.262 0.200 0.356
H -5.646 -2.507 -2.642 0.643 0.271 -0.169 0.431
H -6.384 0.057 0.039 -0.494 -0.056 -0.169 0.218
C 4.286 -2.466 -2.358 0.347 0.252 -1.547 -1.743
C 3.739 -1.426 -3.390 0.882 2.416 1.942 1.802
C 3.284 -0.116 -2.660 1.200 -0.318 1.122 -0.656
C 4.471 0.604 -1.954 -0.374 -0.590 0.422 -0.932
C 5.570 1.059 -2.863 -1.090 -0.728 -0.563 -1.177
C 5.880 -0.077 -3.899 1.837 1.224 -0.435 1.208
N 4.706 -0.802 -4.344 -2.444 -0.476 0.461 0.459
O 4.970 -1.735 -5.335 1.884 -1.237 -0.477 -0.559
C 6.422 0.716 -5.131 -0.225 0.327 -0.162 -1.785
C 7.081 -0.927 -3.298 -0.659 1.381 -0.789 -1.681
C 2.496 -1.978 -4.049 0.216 0.696 -0.391 -1.852
H 5.118 -2.153 -1.726 -0.281 0.289 -0.060 0.333
H 4.698 -3.217 -3.032 -0.070 -0.649 0.416 0.400
H 3.464 -2.848 -1.752 0.115 -0.140 -0.076 0.364
H 2.774 0.516 -3.387 -0.079 0.123 0.190 0.193
H 2.686 -0.339 -1.777 -0.841 -0.288 -0.369 0.117
H 4.894 -0.094 -1.231 -0.192 -0.110 0.254 0.249
H 4.070 1.443 -1.386 -0.002 0.099 0.144 0.437
H 6.490 1.315 -2.337 -0.055 -0.044 0.010 0.445
H 5.156 1.977 -3.279 0.450 0.002 -0.836 0.391
H 6.724 0.132 -6.001 0.383 -0.263 0.373 0.341
H 5.711 1.433 -5.540 -0.794 -0.322 0.193 0.444
H 7.182 1.430 -4.814 0.609 -0.543 0.093 0.426
H 7.913 -0.224 -3.311 0.279 -0.172 -0.324 0.487
H 6.998 -1.133 -2.231 -0.437 -0.689 -0.215 0.345
H 7.282 -1.748 -3.987 0.110 -0.280 0.554 0.368
H 2.608 -2.827 -4.724 0.143 -0.255 0.467 0.374
H 2.096 -1.164 -4.654 -0.329 0.029 -0.096 0.467
H 1.833 -2.152 -3.202 -0.354 -0.402 -0.397 0.400
H 4.320 -1.704 -6.040 -0.272 0.711 0.138 0.327
C -1.085 -3.655 7.113 2.270 1.071 0.517 -1.351
C -1.618 -2.409 6.453 -0.354 0.964 0.531 1.467
C -1.438 -1.209 7.412 0.689 -0.086 1.498 -1.311
C -0.008 -0.751 7.484 -0.440 -0.370 1.876 -0.823
C 0.395 -0.401 6.166 2.375 -0.210 -2.550 -1.154
C 0.346 -1.549 5.172 0.083 -1.192 -1.518 2.038
N -1.033 -2.066 5.160 0.741 1.053 -0.913 0.483
O -1.200 -3.032 4.101 -0.087 0.549 1.518 -0.323
C 0.701 -0.895 3.812 -0.016 -0.312 0.293 -2.560
C 1.433 -2.674 5.469 -0.083 0.797 0.314 -1.556
C -3.061 -2.534 6.294 -2.392 -0.090 -1.453 -2.135
H -1.550 -3.897 8.068 -0.679 -0.533 -0.605 0.462
H -0.126 -3.273 7.463 0.492 -0.828 0.054 0.400
H -0.851 -4.440 6.393 -0.476 -0.455 0.471 0.245
H -2.055 -0.319 7.288 -0.442 -0.358 -0.691 0.384
H -1.685 -1.619 8.391 -0.404 0.048 0.130 0.547
H 0.608 -1.569 7.856 0.178 0.156 0.255 0.299
H 0.226 0.136 8.073 -0.607 -0.214 0.722 0.434
H 1.470 -0.223 6.201 0.163 0.813 -0.168 0.452
H -0.124 0.468 5.761 0.007 0.026 -0.022 0.355
H 0.915 -1.579 2.991 -0.390 -0.308 0.101 0.627
H -0.088 -0.194 3.541 0.045 0.056 -0.146 0.394
H 1.636 -0.358 3.977 -0.118 0.231 0.013 0.058
H 2.335 -2.525 4.875 0.064 0.398 0.099 0.412
H 1.684 -2.592 6.527 0.342 -0.228 -0.076 0.391
H 1.202 -3.722 5.276 -0.690 0.177 -0.075 0.267
H -3.335 -1.813 5.524 -0.400 0.030 -0.055 0.346
H -3.659 -2.295 7.173 0.271 -0.273 0.185 0.375
H -3.324 -3.524 5.919 -0.286 -0.053 0.039 0.422
H -1.087 -3.842 4.603 0.068 -0.832 -0.432 0.356
C 0.394 4.475 -1.667 0.418 0.104 0.638 -1.815
C -0.559 4.703 -2.865 1.351 -0.106 -0.805 2.040
C 0.260 5.135 -4.134 0.546 0.424 0.881 -1.627
C 1.064 4.086 -4.893 -1.516 -0.726 0.060 -0.395
C 0.129 2.962 -5.316 -0.830 -0.749 1.967 -1.200
C -0.829 2.423 -4.103 -1.353 0.740 -1.152 2.145
N -1.260 3.467 -3.118 0.232 0.026 -1.003 -0.052
O -1.865 2.999 -1.981 -1.254 0.313 -0.521 -0.112
C -2.128 1.960 -4.895 1.332 -0.235 -0.034 -1.870
C -0.153 1.353 -3.313 0.267 -1.502 0.831 -0.994
C -1.536 5.848 -2.639 -1.269 0.022 0.603 -1.813
H -0.067 4.166 -0.729 -0.625 0.174 -0.111 0.423
H 0.936 5.382 -1.398 0.041 0.124 -0.280 0.542
H 1.128 3.684 -1.817 0.188 0.105 -0.547 0.203
H -0.384 5.758 -4.755 -0.012 -0.382 -0.348 0.522
H 0.948 5.831 -3.653 0.191 0.335 -0.365 0.564
H 1.797 3.623 -4.232 0.422 0.339 -0.152 0.133
H 1.477 4.432 -5.840 0.522 0.481 0.462 0.398
H 0.733 2.095 -5.586 -0.132 -0.123 -0.128 0.399
H -0.511 3.182 -6.170 0.084 0.380 0.130 0.483
H -2.842 1.297 -4.407 -0.011 0.487 0.494 0.065
H -2.558 2.855 -5.345 -0.356 -0.123 0.313 0.526
H -1.755 1.376 -5.737 0.056 -0.145 -0.120 0.473
H -0.728 0.768 -2.594 -1.069 0.206 -0.186 -0.626
H 0.207 0.543 -3.947 0.645 0.328 -0.114 0.651
H 0.568 1.762 -2.606 0.849 0.056 -0.686 0.039
H -2.508 5.528 -3.014 -0.052 0.023 -0.176 0.392
H -1.307 6.771 -3.170 0.375 -0.107 0.181 0.393
H -1.719 6.076 -1.589 0.284 0.039 0.108 0.361
H -1.284 2.429 -1.472 0.483 -0.691 0.369 -0.018
```
Positions in Å, forces in eV/Å.

Summary:
spin multiplicity = 1
charge = +1
orbital gap = 1.74 eV
E_LUMO = -8.24 eV
total energy = -2583.6032 hartree
energy above the lowest of the compared OMol25 structures with the same formula, charge and spin = 15.97 kcal/mol
E_HOMO = -9.98 eV

[2]
# H5NO

A 2-piece molecular cluster, H5NO overall (ωB97M-V/def2-TZVPD, the OMol25 dataset).

Geometry as XYZ:
```
7
Properties=species:S:1:pos:R:3:forces:R:3:mulliken_charge:R:1
N 0.000 0.000 0.000 0.431 -0.213 0.076 -0.657
H -0.088 -0.709 0.735 0.066 0.348 -0.370 0.220
H 0.717 0.663 0.310 -0.336 -0.353 -0.147 0.219
H 0.371 -0.474 -0.829 -0.156 0.217 0.437 0.218
O -2.030 2.326 -5.318 1.006 -0.732 -0.037 -0.650
H -1.767 1.687 -6.018 -0.255 0.683 0.784 0.324
H -1.325 2.252 -4.636 -0.757 0.050 -0.743 0.325
```
Positions in Å, forces in eV/Å.

Summary:
spin multiplicity = 1
SMILES = N.O
charge = 0
orbital gap = 11.13 eV
E_LUMO = 0.87 eV
total energy = -132.9827 hartree
energy above the lowest of the compared OMol25 structures with the same formula, charge and spin = 6.41 kcal/mol
E_HOMO = -10.26 eV

[3]
# C2H3NS3

The molecule C2H3NS3 (ωB97M-V/def2-TZVPD, the OMol25 dataset).

Geometry as XYZ:
```
9
Properties=species:S:1:pos:R:3:forces:R:3:mulliken_charge:R:1
C 0.674 0.635 -0.096 -0.462 -0.471 0.547 0.116
C -1.940 0.070 0.003 -0.231 -0.021 -0.094 -0.101
H 1.893 -1.812 0.276 0.535 0.521 -0.208 0.091
H 0.224 1.630 -0.146 -0.294 -0.261 0.051 0.346
H -1.790 1.159 0.059 -0.191 -0.363 -0.004 0.169
N 1.916 0.612 0.041 1.434 -1.272 -0.671 -0.347
S 2.858 -0.877 -0.043 -1.337 0.712 0.538 -0.079
S -0.430 -0.802 -0.071 0.023 0.929 -0.216 -0.006
S -3.405 -0.614 -0.023 0.522 0.226 0.057 -0.188
```
Positions in Å, forces in eV/Å.

Summary:
spin multiplicity = 1
SMILES = S=CS/C=N\S
charge = 0
orbital gap = 8.52 eV
E_LUMO = -0.73 eV
total energy = -1327.2631 hartree
energy above the lowest of the compared OMol25 structures with the same formula, charge and spin = 33.59 kcal/mol
E_HOMO = -9.25 eV

[4]
# C6H8KO5

C6H8KO5 as an isolated structure (ωB97M-V/def2-TZVPD, the OMol25 dataset).

Geometry as XYZ:
```
20
Properties=species:S:1:pos:R:3:forces:R:3:mulliken_spin:R:1
O -0.802 1.212 3.592 -0.294 0.116 -0.112 0.000
C -0.585 0.253 2.812 1.332 0.289 2.330 0.000
O 0.073 -0.765 3.138 0.002 -0.539 -0.366 0.000
O -1.025 0.401 1.550 -0.432 0.155 -1.239 -0.007
C -0.963 -0.121 -0.786 -2.375 -1.704 -0.931 -0.019
C -0.715 -0.620 0.612 -0.027 -0.204 0.348 0.023
K 0.796 0.312 6.131 -0.554 0.006 -1.193 0.000
H -0.634 0.918 -0.905 0.497 -0.700 -0.615 -0.027
H -0.884 -1.000 -1.515 1.963 1.699 0.731 -0.013
H 0.341 -0.907 0.690 -0.112 0.090 -0.014 0.000
H -1.307 -1.521 0.827 0.084 0.185 -0.151 0.004
O -2.458 -0.095 -1.028 -0.314 0.507 1.275 0.098
C -2.921 0.314 -2.179 -0.131 0.125 -0.125 0.752
O -4.058 0.374 -2.520 0.379 -0.022 0.042 0.189
C 2.640 0.758 -1.369 -0.333 -0.741 -0.382 0.000
C 2.445 -0.341 -2.117 -0.029 0.724 0.534 0.001
H 2.960 0.686 -0.327 -0.072 0.032 -0.343 0.000
H 2.421 1.756 -1.756 0.207 -0.298 0.073 0.000
H 2.583 -1.342 -1.702 0.082 0.309 -0.172 0.000
H 2.092 -0.270 -3.148 0.129 -0.031 0.312 -0.001
```
Positions in Å, forces in eV/Å.

Summary:
spin multiplicity = 2
⟨S²⟩ = 0.75
charge = 0
orbital gap (spin up / spin down) = 6.68 / 6.87 eV
E_LUMO (spin up / spin down) = -1.21 / -1.21 eV
total energy = -1209.4789 hartree
E_HOMO (spin up / spin down) = -7.90 / -8.09 eV

Number 1: strongest force on any atom 3.7 eV/Å. Number 2: strongest force on any atom 1.2 eV/Å. Number 3: strongest force on any atom 2.0 eV/Å. Number 4: strongest force on any atom 3.1 eV/Å.